The molecule C9H8O, computed with wB97M-V/def2-TZVPD.

Output
SMILES: O=C/C=C\c1ccccc1
Energy relative to the best compared isomer or geometry (same formula, charge and spin) (eV): 5.790

The geometry in ORCA input format:
```
! RIJCOSX wB97M-V def2-TZVPD def2/J DEFGRID3
* xyz 0 1
H 1.1534 2.0557 1.2950
C -0.9413 1.1519 -0.4791
C 1.3037 0.9711 0.6895
C 0.0110 0.4663 0.3429
O 3.6232 -0.9478 -0.9348
C -1.7695 -1.3311 0.4427
H -0.5336 2.0813 -0.8351
H 1.8257 -1.0795 -0.7097
C 2.5225 -0.5983 -0.5405
H -3.1791 -1.0654 -0.7747
H 3.6047 0.9692 0.7758
C -0.4817 -0.7530 0.8234
C -2.5035 -0.6663 -0.3736
H -2.0533 -2.4708 0.7796
H -2.7972 1.3629 -1.5608
C -2.1681 0.6049 -0.9386
H -0.0474 -1.3229 1.5369
C 2.4306 0.5716 0.4610
*
```

***

C35H57BrCl45N2O3Ta as an isolated structure, computed with wB97M-V/def2-TZVPD.

The geometry in ORCA input format:
```
! RIJCOSX wB97M-V def2-TZVPD def2/J DEFGRID3
* xyz -2 1
Cl 12.2376 -1.2291 6.0485
Cl 4.1244 -1.6926 -4.9069
C -0.6701 -0.5592 -2.4431
C -0.6420 0.5417 -3.5488
Cl 0.0699 7.8343 4.6303
H -1.0377 -2.8247 6.1043
H 1.3800 9.7564 4.9159
H 0.0248 -0.3010 4.6693
C 1.2959 1.4737 1.3447
Ta -0.1333 -2.4954 2.7574
N 0.3498 -3.5203 0.9186
C 0.8850 -8.0614 1.6671
C -1.6678 2.2645 3.9205
H -3.0313 -0.2088 1.2644
O 0.7261 0.5599 2.2825
H 1.3551 4.7837 -4.7079
Cl 2.7124 -9.7148 -0.9417
H -2.8512 -3.7464 0.5160
H 0.8463 -1.5191 -1.0786
C 2.1126 -2.2908 3.3412
H 0.5647 -6.3081 -0.5878
C 10.8926 -0.9130 4.9420
Cl -0.5936 3.5159 -5.0091
H -0.9484 -6.8646 2.1502
H -9.0600 7.5250 -9.4686
H 2.7276 -9.1882 -3.2227
C 5.0207 -1.6504 -3.3802
C 3.1876 7.9595 -6.7450
C 1.0745 3.9722 -5.3688
H -1.0946 -0.0475 1.4795
H -1.5247 9.1375 -9.9895
H -4.8656 -2.4370 0.7557
Cl -3.0462 7.7908 3.9128
C -2.7085 -2.6607 0.7718
Cl 0.4470 10.3876 -9.7488
C -0.3788 -1.0968 7.2458
H 0.4256 -2.5043 -2.5088
H 2.9082 7.4637 -7.6691
Cl -1.6504 9.9363 -7.7883
H 0.7316 -2.4867 5.9207
C -5.4816 8.1854 -7.6148
H -2.8577 -1.6426 2.8094
H -2.9201 -3.4310 2.8159
H -4.1690 0.2974 -0.0296
C -0.2752 -2.0160 5.9732
H 0.4558 -0.3664 7.3359
Cl -0.4552 10.1347 6.3282
H 0.1368 1.2965 -3.2420
H 5.9345 -2.2200 -3.5065
H -1.3552 -0.5489 7.2000
Cl 5.0875 -1.2183 1.3586
C -0.8536 -4.6108 -4.2840
H -2.8348 5.7511 5.0522
H 11.3010 -0.7082 3.9589
H 10.8375 -3.7635 10.3528
C 0.5976 -1.4486 -2.1629
H -1.7924 -2.2983 0.2426
Cl -6.6576 9.1776 -8.4905
C 0.0803 -5.9212 0.3560
H 0.5285 -4.5634 4.2399
Cl 2.5515 7.0143 -5.3971
H 2.1700 0.9452 0.8808
H 1.9460 -4.8000 0.4313
Cl 5.2259 0.5176 3.6937
H 1.0433 -2.9248 0.4557
Cl 2.4855 9.5801 -6.7520
Cl -1.1953 3.9399 4.2628
H -4.9155 -1.1241 -1.5186
C -0.3336 -7.1352 1.2594
Cl -6.1748 6.6131 -7.2124
C 5.3362 -1.1505 3.1153
Cl 9.8409 -2.3263 4.8218
C -3.9850 -1.9079 0.2970
N -0.4126 -4.2953 3.9258
Cl -2.5712 1.5880 5.2783
C -8.0342 -1.8399 -2.4529
Cl -2.6214 2.1800 2.4354
Cl 4.0799 -2.3900 -2.0857
C -2.8349 -1.9016 -2.0580
C 11.0591 -2.8155 9.8756
H 1.5124 -1.0662 -2.6773
Cl 1.2164 4.5405 -7.0391
C -4.0328 -0.4118 0.8285
H -0.7152 -5.0228 3.2751
Cl -2.4954 -4.0088 -4.5587
Cl -7.6510 -1.3589 -0.7977
Br -0.5251 -2.2841 8.8577
C 3.0647 -8.6786 -2.3271
Cl -0.5760 -6.0976 -5.2064
Cl 1.8793 8.4716 6.8139
Cl -0.5675 -4.8929 -2.5649
H -2.0756 0.0091 -0.8653
C -2.4289 -2.5479 2.3110
H 0.3879 -0.5589 0.5638
H -0.4176 0.0970 -4.5494
Cl -2.9826 7.3290 6.7841
Cl 12.7892 -2.4893 10.0665
Cl -7.4370 -3.4702 -2.7855
H -1.6125 1.0936 -3.6388
O 2.9824 -3.1174 2.9716
Cl 6.9085 -1.8507 3.5409
Cl -9.5001 5.3039 -10.0824
H 4.5539 -1.7397 3.6052
O 2.4829 -1.2373 4.0623
C -4.1906 -1.9305 -1.2559
Cl 4.8073 -8.4060 -2.4693
H 1.0954 -7.8966 2.7543
Cl -5.1332 6.2115 5.1796
C -0.8049 9.2717 -9.1887
C -0.0480 -0.4537 1.5947
H 0.5236 1.7522 0.5731
Cl -0.1069 7.6943 -8.7996
C -3.4211 6.6500 5.2113
H 1.6232 2.4267 1.8223
H -4.8494 -0.3401 1.5807
H 1.3450 -5.1130 2.0785
Cl 5.4559 0.0119 -2.9634
C -0.6063 -1.2358 4.6482
H -0.1518 -3.8594 -4.6312
Cl 2.1704 2.6182 -5.0807
H -0.8736 -5.4339 0.0129
Cl -7.3615 -0.6836 -3.6101
Cl -9.5241 6.4764 -7.4246
C 0.7964 9.1314 5.5823
C -1.8877 -0.7048 -1.6980
H -3.0921 -1.7935 -3.1420
H -1.6768 -0.8716 4.6903
C -9.7764 6.7770 -9.1459
H 0.5165 -9.1218 1.5963
C 1.0076 -4.8444 1.0548
H -1.0053 -7.7805 0.6230
Cl 9.9747 0.5014 5.4679
Cl -4.0040 7.9922 -8.5641
H -2.3635 -2.9078 -1.9043
Cl 10.1002 -1.5593 10.6665
Cl 2.2011 -7.1400 -2.2097
H -0.7622 1.6742 3.7806
H -5.2285 8.6935 -6.6905
Cl 4.9515 8.0439 -6.6706
H -4.7002 -2.8990 -1.5157
Cl 10.6353 -2.9401 8.1675
H 1.7815 -7.9216 1.0332
H -9.1124 -1.8445 -2.5651
Cl -11.4041 7.4042 -9.4382
*
```

***

The molecule C26H27N5O2, computed with wB97M-V/def2-TZVPD.

Output
SMILES: [H]/N=c1/c(C(=O)NC2CCCC2)cc2c(=O)n3cccc(C)c3nc2n1CCc1ccccc1
Energy relative to the best compared isomer or geometry (same formula, charge and spin) (eV): 0.000

The geometry in ORCA input format:
```
! RIJCOSX wB97M-V def2-TZVPD def2/J DEFGRID3
* xyz 0 1
C 2.0453 1.9643 0.0172
H -1.7316 -2.1366 -1.8332
N -4.0371 1.1601 0.2471
C 0.6663 -2.7572 0.5528
C 5.3558 1.7763 -1.3715
C -1.6492 1.2779 -0.0184
C -6.3859 1.0547 0.5211
H 4.0874 -2.0166 2.1883
H 7.3533 1.1037 -0.8629
C 0.7558 1.2522 -0.2877
C 3.0215 -3.2090 0.7678
H -7.3116 -0.8035 -0.0656
C -5.1385 -2.2387 -0.9135
H 4.7200 1.5499 -2.2271
H 3.0343 0.4420 -0.8476
H -6.1186 -2.7067 -0.9140
C 3.1299 -2.2245 1.7350
H 5.8357 2.7357 -1.5576
H 5.9757 1.4656 1.4341
N 3.1605 1.3345 -0.3707
H 5.0810 -0.8504 -0.3375
C 6.3949 0.6670 -1.1481
H 0.0119 -2.2876 -2.1202
N -2.8740 -0.6963 -0.6340
H -0.7315 -3.9979 -0.5041
C -5.2148 1.7278 0.6236
H 2.0829 -0.7413 2.8716
C -2.8383 1.9478 0.4078
H -1.4745 -2.7465 0.5109
C 4.4882 1.8252 -0.0969
H 1.6407 -1.4907 -1.8540
H -4.7490 -2.2159 -1.9295
H 4.3674 2.8387 0.2943
H 1.7188 -4.2353 -0.5824
C 0.7828 -1.7812 1.5349
C -3.9886 -0.1195 -0.2556
H 6.6213 -0.7230 0.5273
N 1.7294 -0.5768 -1.4321
H -7.3080 1.5215 0.8235
C 2.0073 -1.5125 2.1195
C -5.2120 -0.8514 -0.3687
C 5.2047 0.9053 0.9038
N -0.5946 -0.6455 -0.9754
C -0.6408 -2.9670 -0.1579
O 2.0357 3.0377 0.5996
H 6.5518 0.0661 -2.0426
H -5.1206 2.7359 1.0008
H -0.3030 2.8469 0.5967
C 1.7979 -3.4710 0.1791
O -2.9322 3.0634 0.8717
C 0.6818 -0.0486 -0.9339
H 4.5063 0.4943 1.6302
C -1.7184 -0.0180 -0.5392
H -0.0910 -1.2224 1.8414
H -4.4501 -2.8347 -0.3184
C -6.3809 -0.2627 0.0155
C 5.8445 -0.1555 0.0157
H 3.8942 -3.7698 0.4666
C -0.7461 -2.0328 -1.3776
C -0.3761 1.8772 0.1261
*
```

***

A 2-piece molecular cluster, C7H14 overall, computed with wB97M-V/def2-TZVPD.

Output
Energy relative to the best compared isomer or geometry (same formula, charge and spin) (eV): 5.452

The geometry in ORCA input format:
```
! RIJCOSX wB97M-V def2-TZVPD def2/J DEFGRID3
* xyz 0 1
H -1.9689 0.5027 -1.2225
H 2.3177 0.7072 -1.3839
C -1.6086 -0.6884 0.7503
H 1.1609 -1.5018 -1.4754
H -2.5646 -0.3554 1.1587
H 2.1240 -2.0746 -0.0285
H -2.6367 -1.0960 -0.9693
H -1.3583 2.2159 0.2736
H -0.3375 1.7551 1.6723
C 2.4083 0.0581 -0.5211
C 1.6900 -1.2347 -0.5650
H -0.8670 -0.2431 1.4252
H -0.9725 -0.9127 -1.4860
H 3.3155 0.1553 0.0614
C -0.3588 1.8712 0.5747
C 1.1199 -0.1191 0.2911
H 0.3336 2.6752 0.2949
C 0.1730 0.7942 -0.2971
H 1.2540 -0.2510 1.3722
C -1.7430 -0.4958 -0.8236
H -1.4809 -1.7622 0.8978
*
```

***

no.,frontier orbital gap (eV)
1,9.82
2,2.94
3,7.50
4,8.62